## P
Below is BrH10O5 as an isolated structure, with properties calculated with ωB97M-V/def2-TZVPD.

Total charge = -1
HOMO level = -5.157 eV
Spin multiplicity = 1
LUMO = 0.1337 hartree
HOMO-LUMO gap = 8.80 eV

XYZ file:
```
16
BrH10O5 (ωB97M-V/def2-TZVPD)
Br -0.1797 0.4951 -0.4721
O 1.8342 -0.8403 0.7393
H 2.2724 -0.6118 1.5590
H 1.2091 -0.1299 0.5952
O -1.6941 0.4623 1.8465
H -1.1879 0.8008 2.5851
H -1.2225 0.7686 1.0719
O -0.9876 -2.0393 1.0956
H -1.7647 -1.6385 1.4851
H -0.7198 -1.4271 0.4102
O 1.9048 -0.8693 -1.4149
H 2.6486 -0.3330 -1.6894
H 1.1838 -0.2473 -1.3169
O -1.4362 1.9698 -2.3344
H -1.3066 1.3880 -1.5855
H -0.5537 2.2519 -2.5748
```

=====

## Q
Below is BrH10O5 as an isolated structure, with properties calculated with ωB97M-V/def2-TZVPD.

Total charge = -1
HOMO level = -5.083 eV
Spin multiplicity = 1
LUMO = 0.1354 hartree
HOMO-LUMO gap = 8.77 eV

XYZ file:
```
16
BrH10O5 (ωB97M-V/def2-TZVPD)
Br -18.3860 31.7880 -13.6756
O -19.2419 30.2302 -11.4069
H -18.9143 30.5858 -12.2330
H -19.9930 29.6926 -11.6581
O -19.7825 32.7890 -11.6876
H -20.5657 32.4131 -12.0895
H -19.0548 32.4141 -12.1836
O -18.4126 33.6386 -15.7023
H -17.5235 33.8704 -15.9704
H -18.3088 32.8304 -15.2000
O -16.3971 30.9160 -15.4360
H -16.8975 31.5781 -15.9129
H -16.6360 31.0493 -14.5187
O -15.9470 31.8465 -13.0933
H -16.6601 32.4793 -13.1784
H -16.3862 31.0005 -13.0055
```

=====

Verdict on stability: Q comes out at the bottom.

=====

## P
Below is C17H22FN7O3 in the gas phase, with properties calculated with ωB97M-V/def2-TZVPD.

SMILES string = Nc1nc(NCCCN2CCOCC2)nc(Nc2ccc(F)cc2)c1[N+](=O)[O-]
Total charge = 0
HOMO level = -8.205 eV
Spin multiplicity = 1
LUMO = -0.0052 hartree
HOMO-LUMO gap = 8.06 eV

XYZ file:
```
50
C17H22FN7O3 (ωB97M-V/def2-TZVPD)
N -2.4868 0.8130 4.1093
C -1.6600 0.8759 3.0650
N -2.1042 1.5379 2.0044
C -1.3067 1.6221 0.9380
N -1.8236 2.2589 -0.1222
C -1.2856 2.2716 -1.4605
C -2.1813 1.4893 -2.4424
C -1.5796 0.2056 -3.0532
N -1.2362 -0.9021 -2.1888
C 0.1087 -0.9031 -1.6372
C 0.3829 -2.2825 -1.0373
O -0.5497 -2.5826 -0.0237
C -1.8550 -2.5786 -0.5512
C -2.2072 -1.2199 -1.1619
N -0.0600 1.1578 0.8608
C 0.4270 0.4761 1.8883
N 1.6704 -0.0274 1.7992
C 2.5913 0.0773 0.7666
C 3.5923 -0.8950 0.7038
C 4.5483 -0.8579 -0.2909
C 4.5028 0.1652 -1.2215
F 5.4296 0.2040 -2.2036
C 3.5379 1.1540 -1.1664
C 2.5844 1.1122 -0.1672
C -0.3615 0.2589 3.0712
N 0.0791 -0.4902 4.1468
O -0.6380 -0.6151 5.1424
O 1.1910 -1.0311 4.1071
H -3.3860 1.2522 4.0230
H -2.2018 0.2831 4.9249
H -2.7719 2.5809 0.0032
H -1.2067 3.3147 -1.7846
H -0.2837 1.8494 -1.4174
H -3.1145 1.2340 -1.9367
H -2.4398 2.1341 -3.2840
H -0.6825 0.4655 -3.6191
H -2.3241 -0.1726 -3.7662
H 0.8243 -0.7067 -2.4381
H 0.2383 -0.1572 -0.8423
H 1.3694 -2.3087 -0.5711
H 0.3282 -3.0459 -1.8277
H -2.5238 -2.8127 0.2792
H -1.9443 -3.3560 -1.3249
H -3.1995 -1.2728 -1.6157
H -2.2208 -0.4704 -0.3523
H 1.9168 -0.6455 2.5798
H 3.6119 -1.6833 1.4415
H 5.3222 -1.6061 -0.3520
H 3.5441 1.9487 -1.8955
H 1.8341 1.8809 -0.0992
```

=====

## Q
Below is C17H22FN7O3 in the gas phase, with properties calculated with ωB97M-V/def2-TZVPD.

SMILES string = Nc1nc(NCCCN2CCOCC2)nc(Nc2ccc(F)cc2)c1[N+](=O)[O-]
Total charge = 0
HOMO level = -8.378 eV
Spin multiplicity = 1
LUMO = -0.0076 hartree
HOMO-LUMO gap = 8.17 eV

XYZ file:
```
50
C17H22FN7O3 (ωB97M-V/def2-TZVPD)
N -5.4465 -0.3115 0.2062
C -4.1660 -0.1164 -0.1098
N -3.5773 -1.0829 -0.8020
C -2.2972 -0.9218 -1.1422
N -1.7351 -1.9332 -1.8176
C -0.3279 -2.0354 -2.1104
C 0.3855 -3.0110 -1.1660
C 0.3975 -2.5456 0.2957
N 1.6902 -2.0219 0.7084
C 2.0278 -0.7664 0.0550
C 3.4068 -0.3009 0.5230
O 3.4530 -0.1336 1.9190
C 3.1231 -1.3421 2.5594
C 1.7338 -1.8280 2.1494
N -1.5569 0.1596 -0.8934
C -2.0921 1.1470 -0.1921
N -1.3318 2.2205 0.0890
C -0.0284 2.4899 -0.3155
C 0.7384 3.3285 0.4953
C 2.0390 3.6386 0.1533
C 2.5642 3.1127 -1.0137
F 3.8389 3.4031 -1.3528
C 1.8163 2.3020 -1.8477
C 0.5157 1.9932 -1.4981
C -3.4472 1.0652 0.2860
N -4.0306 2.0408 1.0722
O -5.2151 1.9393 1.4001
O -3.3575 3.0085 1.4502
H -5.8769 -1.1693 -0.0900
H -5.9277 0.3922 0.7542
H -2.3101 -2.7558 -1.9188
H -0.2119 -2.3780 -3.1437
H 0.0851 -1.0327 -2.0117
H -0.1163 -3.9783 -1.2324
H 1.4141 -3.1498 -1.4980
H 0.1889 -3.3992 0.9458
H -0.4028 -1.8029 0.4550
H 2.0622 -0.9180 -1.0235
H 1.2820 0.0147 0.2819
H 3.6512 0.6689 0.0875
H 4.1593 -1.0426 0.2139
H 3.1602 -1.1443 3.6319
H 3.8634 -2.1151 2.3026
H 1.5241 -2.7803 2.6419
H 0.9828 -1.0863 2.4767
H -1.7665 2.8777 0.7443
H 0.3085 3.7303 1.4004
H 2.6456 4.2748 0.7774
H 2.2516 1.9251 -2.7596
H -0.0868 1.3707 -2.1367
```

=====

Verdict on stability: P comes out at the bottom.

=====

## P
Below is an isolated ion of composition C7H15N4 and charge +1, with properties calculated with ωB97M-V/def2-TZVPD.

Total charge = +1
HOMO level (alpha / beta) = -12.804 / -9.433 eV
Spin multiplicity = 1
LUMO (alpha / beta) = -0.0933 / -0.1722 hartree
HOMO-LUMO gap (alpha / beta) = 10.26 / 4.75 eV

XYZ file:
```
26
C7H15N4 (ωB97M-V/def2-TZVPD)
C -1.3611 -1.7419 1.0451
C -2.2557 0.6754 0.9579
C -1.8784 1.1376 -0.3995
C 0.1517 -1.8728 -0.8176
C 1.3634 -1.0612 -0.3726
C 0.5406 1.1343 -1.0084
C 2.3649 0.8291 0.6857
N -1.6273 -0.6230 1.3690
N -0.6418 -2.4825 0.2736
N -0.5925 1.9283 -0.5567
N 1.0886 0.3319 0.0850
H -1.9311 1.4708 1.5983
H -3.3362 0.6549 0.8872
H -1.7688 0.4132 -1.2190
H -2.5847 1.7886 -0.7084
H -0.5460 -1.5729 -1.5344
H 0.5821 -2.6763 -1.3915
H 1.9511 -1.6583 0.4564
H 1.9522 -1.0024 -1.3505
H 1.3438 1.6158 -1.5850
H 2.7421 0.2873 1.6204
H 3.1659 0.8597 -0.0452
H 2.1358 1.8442 0.9424
H -0.5397 -3.4296 0.7734
H -0.6806 2.9223 -0.5319
H 0.3618 0.2272 0.8264
```

=====

## Q
Below is an isolated ion of composition C7H15N4 and charge +1, with properties calculated with ωB97M-V/def2-TZVPD.

SMILES string = CN1CCN[C@H]2[NH2+]CCN=C21
Total charge = +1
HOMO level = -12.248 eV
Spin multiplicity = 1
LUMO = -0.1200 hartree
HOMO-LUMO gap = 8.98 eV

XYZ file:
```
26
C7H15N4 (ωB97M-V/def2-TZVPD)
C -1.6018 2.2752 -0.0472
N -1.2667 0.8486 0.1138
C -2.3310 -0.1086 -0.2585
C -1.8499 -1.4319 0.2537
N -0.5700 -1.7761 -0.2535
C 0.3917 -0.9104 0.3311
N 1.6206 -1.1893 -0.3460
C 2.6302 -0.2207 0.1443
C 2.2224 1.2992 -0.0447
N 0.8647 1.4641 -0.1299
C 0.0322 0.5300 0.0816
H -0.9376 2.7610 -0.8699
H -2.7899 2.2540 -0.3200
H -1.3820 2.7953 0.9258
H -2.4156 -0.2450 -1.2793
H -3.2313 0.0192 0.2162
H -1.8525 -1.3141 1.3304
H -2.5399 -2.2157 -0.0618
H -0.2829 -2.7313 -0.1313
H 0.7071 -1.0906 1.3843
H 1.5447 -0.9768 -1.3885
H 1.9377 -2.0823 -0.1851
H 3.6722 -0.5169 -0.2441
H 2.8312 -0.5261 1.2226
H 2.7829 1.8491 0.8658
H 2.6648 1.7162 -0.9089
```

=====

Verdict on stability: P comes out at the bottom.